Record 1
Below is C65H51BBr2N10O3Y as an isolated structure in a non-equilibrium geometry, with properties calculated with wB97M-V/def2-TZVPD.

The spin multiplicity is 1. Its total charge is -1. The energy comes out at -231093.7032 eV. Its maximum force is 1.5 eV/Å.

Cartesian coordinates (Å):
Y  0.79625  0.26866  0.24382
C  -1.06459  -3.54773  4.44043
C  -0.67054  -3.17417  3.04878
C  -0.58116  -4.00750  1.95812
C  -0.24850  -3.17548  0.87976
N  -0.12908  -1.91612  1.29597
N  -0.38790  -1.92165  2.62688
B  -0.34816  -0.66957  3.52865
N  1.10207  -0.15739  3.73186
N  1.87894  0.36697  2.74774
C  3.08220  0.57537  3.29258
C  3.07750  0.17452  4.63620
C  1.80002  -0.27124  4.88207
C  1.25454  -0.77589  6.17830
C  4.28160  1.11309  2.61910
C  5.51488  0.50659  2.86495
C  6.67643  1.00982  2.30108
C  6.62369  2.13228  1.48367
C  5.40278  2.74364  1.24208
C  4.24219  2.24056  1.81033
N  -1.31764  0.42405  3.05524
N  -1.31403  1.00466  1.82411
C  -2.35361  1.84943  1.80699
C  -3.02460  1.79974  3.04282
C  -2.33790  0.89314  3.80585
C  -2.63450  0.47814  5.21012
C  -2.77382  2.79104  0.73837
C  -4.10305  3.23576  0.74859
C  -4.53224  4.24461  -0.09401
C  -3.64441  4.83269  -0.98684
C  -2.34267  4.36787  -1.04541
C  -1.91659  3.35564  -0.19650
C  -0.14802  -3.66677  -0.50971
C  0.46066  -4.90242  -0.73955
C  0.47585  -5.45872  -2.00796
C  -0.12032  -4.78480  -3.06588
C  -0.71988  -3.55348  -2.84570
C  -0.73745  -2.99742  -1.57587
H  -1.27353  -4.61642  4.46738
H  -0.27828  -3.33702  5.16450
H  -1.96123  -3.01489  4.75828
H  -0.77080  -5.06685  1.92741
H  -0.72056  -1.02052  4.60247
H  3.89124  0.23831  5.33897
H  2.03021  -0.69275  6.93854
H  0.38908  -0.19947  6.50471
H  0.94998  -1.81989  6.11536
H  5.56145  -0.38446  3.48042
H  7.62446  0.52308  2.49494
H  7.53089  2.52468  1.04098
H  5.34093  3.61687  0.60378
H  3.29652  2.72919  1.63979
H  -3.87068  2.38346  3.35959
H  -3.50945  1.02530  5.55896
H  -2.84653  -0.58897  5.28109
H  -1.80343  0.69756  5.88140
H  -4.81656  2.77075  1.41556
H  -5.56508  4.56911  -0.05775
H  -3.97641  5.62735  -1.64399
H  -1.63587  4.79242  -1.74801
H  -0.89165  3.03700  -0.24807
H  0.94638  -5.41685  0.08152
H  0.96961  -6.40859  -2.17414
H  -0.10172  -5.21010  -4.06198
H  -1.17080  -3.01661  -3.66998
H  -1.21042  -2.04535  -1.39546
C  4.62082  0.52676  -2.83504
C  4.15866  1.67628  -3.46424
C  3.32673  2.52925  -2.77127
C  2.94544  2.20237  -1.46895
N  3.32835  1.05630  -0.89317
C  4.16863  0.26335  -1.55826
C  2.16016  3.11608  -0.60637
C  2.38409  4.48726  -0.71989
C  1.80670  5.36867  0.18321
C  1.01917  4.86007  1.20525
C  0.78745  3.49080  1.28095
C  1.31724  2.55917  0.37610
H  5.28760  -0.16514  -3.33129
H  4.44957  1.89923  -4.48358
H  2.93593  3.42479  -3.23381
H  4.49136  -0.62900  -1.03604
H  3.05529  4.86779  -1.48317
H  1.99616  6.43288  0.10618
H  0.57072  5.52949  1.93140
H  0.15059  3.13747  2.08819
Br  1.67233  -1.86963  -4.54375
C  2.37832  -2.62661  -2.95977
C  3.09768  -3.81988  -3.03435
C  3.64454  -4.36775  -1.90832
Br  4.53653  -6.04621  -2.05095
C  3.51719  -3.72744  -0.65577
C  4.05064  -4.21554  0.55528
C  3.89272  -3.49210  1.70112
C  3.20596  -2.26720  1.65096
N  2.66798  -1.79365  0.55232
C  2.79310  -2.51024  -0.59538
C  2.14535  -1.94493  -1.76225
O  1.43186  -0.89459  -1.67659
H  3.20843  -4.31437  -3.98955
H  4.57281  -5.16305  0.56114
H  4.29071  -3.84098  2.64475
H  3.09605  -1.67160  2.54631
O  0.20744  1.71810  -2.37868
C  -0.88849  1.22075  -2.16759
N  -2.02873  1.48382  -2.88742
C  -3.09916  0.59879  -2.49255
C  -2.46251  -0.00812  -1.20141
O  -3.06055  -0.74286  -0.43656
N  -1.16710  0.37414  -1.12266
C  -4.42197  1.32949  -2.26595
C  -4.75470  2.40984  -3.07518
C  -6.00263  3.00785  -2.98583
C  -6.93709  2.53724  -2.07561
C  -6.60642  1.46768  -1.25501
C  -5.36161  0.86271  -1.35197
C  -3.38474  -0.51215  -3.51751
C  -3.90657  -1.73729  -3.11764
C  -4.22710  -2.70695  -4.05799
C  -4.03205  -2.46933  -5.40996
C  -3.51542  -1.24702  -5.81635
C  -3.19962  -0.27773  -4.87678
H  -1.94754  1.91710  -3.78917
H  -4.03140  2.80267  -3.77900
H  -6.24196  3.84816  -3.62624
H  -7.91051  3.00602  -2.00115
H  -7.32300  1.09516  -0.53310
H  -5.10520  0.02927  -0.71127
H  -4.05084  -1.93215  -2.06305
H  -4.61861  -3.66054  -3.72613
H  -4.27553  -3.22973  -6.14124
H  -3.35404  -1.04513  -6.86798
H  -2.80189  0.66780  -5.22369

***

Record 2
Below is C65H52N2O3P3ReS2Si as an isolated structure in a non-equilibrium geometry, with properties calculated with wB97M-V/def2-TZVPD.

The spin multiplicity is 2. Its total charge is +1. The energy comes out at -136912.6007 eV. Its maximum force is 2.8 eV/Å.

Cartesian coordinates (Å):
Re  0.26270  -0.55203  0.27690
C  -1.72500  0.38108  5.99281
C  -2.63455  -0.56922  5.54539
C  -2.65560  -0.95805  4.21609
C  -1.76498  -0.37053  3.31582
C  -0.85666  0.57771  3.77154
C  -0.82072  0.94707  5.10688
P  -1.83088  -0.72273  1.53525
C  -2.54523  -2.39907  1.58860
C  -1.88262  -3.36217  2.35312
C  -2.40538  -4.63873  2.47482
C  -3.59146  -4.96322  1.82967
C  -4.25933  -4.00527  1.08329
C  -3.74138  -2.72456  0.96094
C  -3.16618  0.34764  0.92293
C  -4.28534  0.65000  1.69372
C  -5.27428  1.47084  1.17216
C  -5.13952  1.99678  -0.10580
C  -4.02228  1.69325  -0.87013
C  -3.02510  0.86488  -0.36434
Si  -1.56554  0.18478  -1.36206
C  -1.20806  1.19534  -2.92559
C  -1.83963  0.95464  -4.14327
C  -1.48739  1.68169  -5.27067
C  -0.50780  2.66537  -5.19568
C  0.11357  2.92971  -3.98339
C  -0.23078  2.17620  -2.86712
P  0.47931  2.38293  -1.21513
C  -0.22488  4.00236  -0.73822
C  0.34522  5.20261  -1.15495
C  -0.30492  6.39746  -0.89287
C  -1.51792  6.40083  -0.21607
C  -2.07657  5.20707  0.21507
C  -1.42912  4.00792  -0.03777
C  2.25918  2.73493  -1.41456
C  2.93498  3.25091  -0.30366
C  4.31051  3.40052  -0.32415
C  5.02914  3.03938  -1.45795
C  4.36694  2.52488  -2.56343
C  2.98929  2.35867  -2.53972
C  -2.40390  -1.43923  -1.97217
C  -3.70721  -1.57008  -2.44059
C  -4.25262  -2.82353  -2.69235
C  -3.50582  -3.97229  -2.47229
C  -2.19608  -3.87014  -2.02567
C  -1.66430  -2.61314  -1.78119
P  0.07553  -2.27063  -1.40930
C  0.64125  -1.89063  -3.10183
C  1.21232  -0.67358  -3.44291
C  1.60241  -0.42050  -4.75025
C  1.40744  -1.38516  -5.72323
C  0.82337  -2.60326  -5.39169
C  0.44461  -2.86075  -4.08655
C  0.99568  -3.78714  -1.04768
C  0.51235  -4.66619  -0.08198
C  1.23071  -5.80589  0.23856
C  2.43842  -6.06303  -0.39569
C  2.93133  -5.18229  -1.34761
C  2.21790  -4.03884  -1.67145
H  -1.71603  0.67753  7.03298
H  -3.33311  -1.01994  6.23837
H  -3.35180  -1.72039  3.88971
H  -0.16862  1.01257  3.06492
H  -0.08835  1.66469  5.45573
H  -0.96468  -3.10194  2.86350
H  -1.89132  -5.37804  3.07580
H  -3.99913  -5.96173  1.91876
H  -5.19256  -4.25428  0.59556
H  -4.26536  -1.97430  0.38358
H  -4.38260  0.24903  2.69354
H  -6.14881  1.69999  1.76633
H  -5.90745  2.64838  -0.50267
H  -3.91587  2.10536  -1.86853
H  -2.61575  0.20112  -4.21027
H  -1.97002  1.47171  -6.21646
H  -0.22377  3.22240  -6.07898
H  0.86777  3.70320  -3.90975
H  1.29466  5.21063  -1.67533
H  0.13221  7.32867  -1.22785
H  -2.02164  7.33666  -0.01483
H  -3.02140  5.20585  0.74302
H  -1.85414  3.07128  0.30153
H  2.38242  3.54906  0.58167
H  4.82604  3.78591  0.54545
H  6.10303  3.16624  -1.48145
H  4.93068  2.24205  -3.44334
H  2.48030  1.94829  -3.40519
H  -4.31558  -0.68745  -2.60718
H  -5.27178  -2.90661  -3.04790
H  -3.94013  -4.94823  -2.64551
H  -1.60439  -4.76199  -1.85470
H  1.33247  0.07619  -2.67460
H  2.04051  0.53383  -5.01299
H  1.70680  -1.19418  -6.74530
H  0.65822  -3.35197  -6.15500
H  -0.00218  -3.81356  -3.83189
H  -0.42729  -4.44819  0.40315
H  0.85089  -6.49513  0.98148
H  2.99592  -6.95781  -0.15164
H  3.87134  -5.38569  -1.84366
H  2.60003  -3.35280  -2.41643
S  1.34891  -1.92698  1.97610
C  2.65723  -1.70358  0.86859
C  3.90935  -2.29962  1.00125
C  4.86579  -2.04082  0.04277
C  4.55273  -1.18822  -1.01619
C  3.29905  -0.62478  -1.07671
N  2.35238  -0.87994  -0.15916
H  4.08650  -2.96093  1.83772
H  5.84908  -2.48618  0.11246
H  5.27214  -0.97498  -1.79316
H  3.04426  0.06435  -1.86771
N  1.41926  1.36309  1.39891
C  1.82311  1.73583  2.72800
C  1.15662  2.78662  3.35416
C  1.51802  3.15570  4.63816
C  2.54359  2.46978  5.26634
C  3.21096  1.42372  4.66201
C  2.84387  1.05471  3.37178
S  2.98486  3.02762  6.95643
O  4.00305  2.09931  7.39164
O  3.43737  4.38233  6.71264
O  1.70959  2.92125  7.64214
H  0.82046  2.08683  1.03648
H  2.23246  1.30161  0.79493
H  0.34626  3.30117  2.84069
H  1.01871  3.95432  5.17026
H  3.98893  0.90545  5.20543
H  3.35081  0.23036  2.87781

***

Record 3
Below is C65H56Cl2MnN3O3S3Si2 as an isolated structure, with properties calculated with wB97M-V/def2-TZVPD.

The spin multiplicity is 5. The energy comes out at -183555.7567 eV. Its maximum force is 0.6 eV/Å.

Cartesian coordinates (Å):
Mn  -0.70466  -0.98638  0.35899
S  2.10194  -3.51089  4.93568
C  2.41858  -4.02657  6.52780
C  1.29213  -4.46484  7.15660
C  0.14814  -4.37774  6.32543
C  0.42926  -3.87985  5.08120
C  -0.51181  -3.62695  3.98352
C  -0.11236  -2.87965  2.85262
N  -0.91589  -2.53690  1.86526
C  -2.20348  -2.98968  1.91355
C  -2.68163  -3.77962  2.96142
C  -4.03452  -4.26235  2.92649
C  -4.84610  -3.97751  1.88860
C  -4.37913  -3.17613  0.79386
C  -5.17104  -2.86829  -0.32506
C  -4.65934  -2.10782  -1.34952
C  -3.33430  -1.64115  -1.21198
N  -2.58688  -1.90413  -0.17107
C  -3.07878  -2.67425  0.82092
C  -5.42445  -1.75801  -2.55169
C  -5.03866  -0.94489  -3.57992
C  -6.02815  -0.81170  -4.58873
C  -7.15045  -1.52627  -4.30808
S  -7.01530  -2.36285  -2.82469
C  -1.80899  -4.07558  4.01521
H  3.42375  -3.98009  6.91642
H  1.27640  -4.82555  8.17500
H  -0.84360  -4.66636  6.64641
H  0.91200  -2.55280  2.76212
H  -4.38300  -4.87043  3.75226
H  -5.86293  -4.34916  1.86029
H  -6.18922  -3.23897  -0.36414
H  -2.85923  -1.03233  -1.97168
H  -4.07639  -0.45283  -3.61908
H  -5.90710  -0.20920  -5.47736
H  -8.05304  -1.61023  -4.89225
H  -2.17081  -4.66906  4.84645
C  4.03824  -0.04504  -5.45048
C  3.14766  -0.91813  -4.60920
C  1.83113  -1.16951  -4.98154
C  1.00204  -1.95604  -4.19570
C  1.50461  -2.52100  -3.03772
C  2.82080  -2.30219  -2.65139
C  3.62973  -1.49764  -3.43778
S  0.35731  -3.46300  -2.02998
C  0.98625  -5.10383  -2.42986
O  -0.97911  -3.38394  -2.68525
H  3.45238  0.59479  -6.11139
H  4.70108  -0.65076  -6.07332
H  4.66098  0.59052  -4.82054
H  1.44106  -0.72421  -5.89101
H  -0.03805  -2.12898  -4.44702
H  3.21375  -2.72058  -1.73638
H  4.64586  -1.29411  -3.12021
H  1.06465  -5.19007  -3.51235
H  0.26546  -5.81809  -2.03432
H  1.96080  -5.24161  -1.95813
Cl  1.25967  6.08975  1.81765
C  0.43238  5.78565  0.32438
C  1.20691  5.69389  -0.81717
C  0.61108  5.58271  -2.06002
C  -0.76906  5.56661  -2.15017
C  -1.52562  5.62370  -0.99669
Cl  -3.26581  5.61183  -1.16511
C  -0.96633  5.70412  0.28814
N  -1.79267  5.79058  1.41011
C  -1.62857  4.99416  2.60890
C  -1.30504  5.65071  3.79136
C  -1.26260  4.96805  4.99288
C  -1.56319  3.61212  5.02145
C  -1.89803  2.95843  3.85062
C  -1.93585  3.63063  2.62810
C  -2.30772  2.85142  1.39069
C  -1.22674  1.84055  0.98759
O  -0.16602  2.21415  0.49752
O  -1.56183  0.60747  1.21795
H  2.28337  5.73499  -0.71919
H  1.21968  5.52198  -2.95156
H  -1.26877  5.50208  -3.10747
H  -2.75977  5.79808  1.12482
H  -1.09803  6.71140  3.74949
H  -1.00306  5.49273  5.90437
H  -1.53932  3.06704  5.95684
H  -2.13438  1.89989  3.86393
H  -2.47808  3.51668  0.54790
H  -3.22028  2.28742  1.58028
C  0.35177  2.17889  -4.53940
Si  -1.13006  1.13746  -4.09526
C  -2.61015  2.24846  -3.82079
C  -1.50019  -0.03615  -5.50814
C  -0.79740  0.23834  -2.54029
C  -0.50557  -0.26321  -1.46659
H  0.19263  2.70560  -5.48454
H  1.24853  1.55980  -4.62937
H  0.53051  2.91803  -3.75624
H  -2.79772  2.86649  -4.70408
H  -2.43932  2.91067  -2.96851
H  -3.51838  1.67488  -3.61466
H  -1.74554  0.53873  -6.40565
H  -2.34486  -0.69416  -5.28885
H  -0.64428  -0.67332  -5.74382
C  4.50088  1.95512  -2.21216
C  3.13004  1.97501  -2.42043
C  2.26947  1.34347  -1.53020
C  2.76002  0.65926  -0.41624
C  4.14653  0.65209  -0.22529
C  5.00877  1.29309  -1.10316
Si  1.64568  -0.21599  0.84283
C  1.64618  0.85254  2.41306
C  2.21438  2.12757  2.40281
C  2.40265  2.84103  3.58046
C  2.01453  2.30266  4.79754
C  1.40699  1.05677  4.82817
C  1.22215  0.35341  3.64745
C  2.76965  -1.67086  1.46447
C  3.83855  -1.38936  2.32725
C  4.76311  -2.35956  2.69314
C  4.62018  -3.66555  2.24858
C  3.53269  -3.99122  1.45079
C  2.63425  -3.00243  1.06617
H  5.16788  2.45934  -2.90181
H  2.72600  2.49032  -3.28343
H  1.20081  1.39519  -1.69284
H  4.58001  0.13307  0.61923
H  6.07682  1.27190  -0.92046
H  2.52225  2.56547  1.46052
H  2.85063  3.82500  3.54679
H  2.16913  2.85948  5.71389
H  1.08120  0.62712  5.76902
H  0.74197  -0.61265  3.70943
H  3.95109  -0.38713  2.72864
H  5.59252  -2.09368  3.33827
H  5.33609  -4.42493  2.53777
H  3.38436  -5.01543  1.12656
H  1.78866  -3.27898  0.45449